Record 1
ORCA calculation (ωB97M-V with the def2-TZVPD basis set) on one molecule with the formula C5H5N.

```
11
Properties=species:S:1:pos:R:3:lowdin_charge:R:1
H 1.294 1.220 1.251 0.123
H -1.750 -0.206 -1.477 0.098
C -0.859 -0.220 -0.862 -0.082
N 1.456 0.360 -0.726 0.066
H 0.535 -0.190 -2.511 0.105
C -0.958 -0.322 0.525 -0.085
C 0.408 -0.085 -1.434 -0.156
C 1.281 0.347 0.600 -0.182
H -1.902 -0.314 1.057 0.108
C 0.206 -0.252 1.250 -0.101
H 0.289 -0.337 2.328 0.105
```

LUMO level, eV: 0.72
SMILES string: c1ccncc1
Gap between HOMO and LUMO, eV: 9.45

---

Record 2
ORCA calculation (ωB97M-V with the def2-TZVPD basis set) on C7H9NO3 as an isolated structure.

```
20
Properties=species:S:1:pos:R:3:lowdin_charge:R:1
H -2.692 -0.047 -2.349 0.150
H -3.396 -1.182 -0.035 0.096
C 1.237 -0.266 -0.709 -0.249
H 3.357 -0.002 0.980 0.227
C -1.155 0.011 -0.639 -0.321
H 1.959 -1.957 -1.853 0.276
H -2.404 -1.830 -1.070 0.074
H -0.308 -0.296 -2.538 0.132
N -3.238 -1.221 -1.091 -0.028
O 0.499 1.484 2.325 -0.013
H -0.472 0.957 3.180 0.357
C 1.343 0.193 0.607 -0.134
C -2.496 -0.009 -1.180 -0.350
C -0.055 -0.346 -1.453 0.039
H -1.665 1.524 1.068 0.164
O 2.307 -0.887 -1.367 -0.088
C -0.974 0.691 0.532 0.004
C 0.360 0.975 1.143 -0.390
O 2.418 -0.222 1.677 -0.090
H -3.067 0.875 -0.625 0.145
```

LUMO level, eV: -0.98
Gap between HOMO and LUMO, eV: 7.45

---

Record 3
ORCA calculation (ωB97M-V with the def2-TZVPD basis set) on a 2-piece molecular cluster, CH6N2O2 overall.

```
11
Properties=species:S:1:pos:R:3:lowdin_charge:R:1
H -1.480 1.103 3.109 0.097
N 0.419 -0.639 -2.486 -0.031
O -0.734 -0.004 1.740 -0.137
C 0.496 0.312 -0.471 -0.099
O -0.758 1.193 2.469 -0.082
N 1.145 -0.061 -1.483 -0.130
H -0.568 0.062 -0.376 0.069
H -0.373 -1.166 -2.118 0.076
H -0.139 -0.456 2.363 0.110
H 1.020 -1.217 -3.050 0.069
H 0.973 0.874 0.304 0.058
```

LUMO level, eV: 0.68
SMILES string: C=NN.OO
Gap between HOMO and LUMO, eV: 9.54

---

Record 4
ORCA calculation (ωB97M-V with the def2-TZVPD basis set) on one molecule with the formula C19H19N5O3S.

```
47
Properties=species:S:1:pos:R:3:lowdin_charge:R:1
H -4.599 2.913 -1.849 0.108
O -3.193 -0.544 0.716 0.084
H 6.846 -2.969 0.060 0.105
C 3.113 0.335 -1.449 -0.346
H -0.217 0.435 3.175 0.091
C -3.837 1.347 -0.605 -0.139
H -7.353 -2.254 -0.077 0.098
C -2.672 2.109 -0.222 -0.074
C -6.113 -0.075 -1.413 -0.023
H -6.281 -3.661 0.136 0.095
C -5.206 -0.656 -0.547 -0.198
C 6.743 -1.560 1.670 -0.085
C 6.034 -0.511 2.231 -0.069
H -6.426 -2.893 -1.465 0.099
C 0.279 1.892 1.670 -0.566
N 1.216 0.565 -0.464 0.033
H -0.604 3.315 0.508 0.166
N 3.273 -0.155 -0.172 0.038
C -4.770 1.912 -1.482 -0.051
H -2.573 3.106 -0.672 0.127
N -1.807 1.652 0.589 0.055
C -4.059 0.047 -0.132 -0.184
C 6.297 -2.149 0.498 -0.076
H -3.523 -1.437 0.899 0.115
H -6.598 1.664 -2.554 0.102
H 4.280 -0.574 -2.975 0.079
C 5.144 -1.693 -0.115 -0.014
C -6.409 -2.713 -0.386 -0.081
C 4.439 -0.638 0.451 -0.226
O 1.243 2.567 1.950 0.046
C 0.069 0.461 2.124 -0.358
C 4.190 0.384 -2.463 -0.012
H 4.784 -2.156 -1.021 0.117
H -0.683 -0.028 1.507 0.058
O -5.307 -1.923 -0.014 -0.098
N -0.742 2.387 0.920 0.048
H 4.328 0.779 2.051 0.112
H 7.642 -1.920 2.146 0.103
H 5.143 0.618 -1.993 0.083
N 1.897 0.765 -1.606 0.070
H -6.993 -0.609 -1.734 0.104
C -5.887 1.215 -1.878 -0.089
C 2.039 0.027 0.392 -0.611
H 6.380 -0.050 3.144 0.107
S 1.648 -0.428 2.019 0.999
H 3.942 1.144 -3.198 0.082
C 4.883 -0.043 1.625 -0.026
```

LUMO level, eV: 0.70
SMILES string: COc1cccc(/C=N/NC(=O)CSc2nnc(C)n2-c2ccccc2)c1O
Gap between HOMO and LUMO, eV: 8.73

---

Record 5
ORCA calculation (ωB97M-V with the def2-TZVPD basis set) on one molecule with the formula C5H6N2.

```
13
Properties=species:S:1:pos:R:3:lowdin_charge:R:1
H -0.515 -0.314 3.053 0.048
H -0.139 -1.625 -1.015 0.088
C 0.867 -1.331 -0.720 -0.065
H 1.228 -1.975 0.081 0.081
C 0.931 0.127 -0.323 -0.285
C -0.367 0.265 0.845 -0.102
H -2.656 1.653 -0.136 0.055
C -0.822 1.207 -0.538 -0.450
H 1.519 -1.441 -1.594 0.088
H 1.915 0.417 0.062 0.132
N 0.317 1.070 -1.163 0.061
N -1.811 1.991 -0.578 0.136
C -0.467 -0.044 2.026 0.213
```

LUMO level (alpha / beta), eV: -1.52 / -1.52
Gap between HOMO and LUMO (alpha / beta), eV: 7.02 / 7.03

---

Record 6
ORCA calculation (ωB97M-V with the def2-TZVPD basis set) on C18H20AsBN7NiO6S3 as an isolated structure.

```
57
Properties=species:S:1:pos:R:3:mulliken_spin:R:1
H -1.431 -1.938 1.548 0.000
H -1.732 4.993 2.710 0.000
C 0.026 -0.759 -2.653 0.003
C -1.136 4.102 2.686 0.004
C -0.584 3.425 3.753 0.000
C -0.885 -0.698 4.503 -0.001
H -0.641 3.619 4.807 0.000
O 1.369 1.274 -0.459 0.080
C -0.131 -1.950 -1.653 -0.019
H 3.501 -0.352 -2.696 0.000
B 0.805 1.209 3.963 -0.004
H 3.605 1.522 4.630 0.000
N -0.229 -0.476 2.435 -0.029
H -1.973 -1.489 -0.860 0.006
N -0.029 2.328 1.938 0.030
H -1.402 -4.114 -3.999 0.004
H -1.585 -4.928 -2.425 0.000
C 0.492 -1.112 -3.995 0.257
S 0.372 -3.547 -2.470 0.045
C -1.555 0.746 -3.823 -0.102
C 3.390 1.135 3.653 0.000
C -1.344 -3.988 -2.919 0.003
O -1.751 2.257 -1.210 0.012
N -0.064 -0.032 3.683 0.000
C -0.045 -0.576 -5.128 -0.088
S -1.787 0.819 -1.168 0.003
O -1.050 0.218 -0.018 0.033
N 2.151 0.496 1.975 0.051
N 0.083 2.364 3.271 0.004
C 4.251 0.750 2.646 0.002
C -1.146 -1.433 2.451 -0.003
H -0.979 3.513 0.522 0.000
Ni 0.559 0.381 0.953 0.311
C -1.600 -1.610 3.755 -0.002
C -1.096 0.346 -5.078 0.335
O 3.140 -0.397 -1.808 0.036
H -1.512 0.764 -5.982 0.024
H 1.330 -1.798 -4.063 0.004
O -3.125 0.239 -1.146 0.016
H -3.172 -3.170 -2.070 0.001
C -1.071 0.189 -2.678 0.257
S 0.973 -1.895 -0.220 0.543
H -2.356 -2.107 -3.240 0.009
C 3.414 0.352 1.605 -0.001
H -0.900 -0.487 5.554 0.000
H 3.674 -0.024 0.632 0.001
O 1.935 1.577 -3.117 0.022
N -1.480 -2.263 -1.299 0.004
C -0.754 3.363 1.560 -0.002
H 5.324 0.757 2.656 0.000
H -2.326 1.493 -3.722 0.001
As 1.581 0.554 -1.920 0.159
H -2.350 -2.294 4.092 0.000
H 0.963 1.397 5.120 0.000
H 0.346 -0.883 -6.089 -0.002
C -2.198 -2.826 -2.420 -0.003
N 2.132 0.967 3.227 -0.001
```

LUMO level (alpha / beta), eV: 2.55 / 1.30
Charge: -1
2S+1: 3
⟨S²⟩: 2.1748
Gap between HOMO and LUMO (alpha / beta), eV: 6.64 / 6.70

---

Record 7
ORCA calculation (ωB97M-V with the def2-TZVPD basis set) on C9H11NSi as an isolated structure.

```
22
Properties=species:S:1:pos:R:3:lowdin_charge:R:1
H 2.072 -0.687 -0.684 0.126
H -1.112 1.626 -2.424 -0.079
C 0.127 0.140 0.132 -0.354
C -0.726 -0.760 -0.587 -0.426
C 1.499 0.021 -0.032 -0.037
H 0.326 2.497 2.589 0.088
C 0.612 1.766 1.895 -0.029
H 0.130 -2.517 0.368 0.135
H -2.817 0.104 -1.754 -0.050
Si -1.352 0.184 -2.210 0.720
H 2.702 2.174 2.174 0.103
C -0.324 -2.278 -0.688 -0.062
C 1.964 1.628 1.628 -0.124
N -3.278 -0.984 1.143 0.079
H 0.566 -2.283 -1.266 0.053
C -2.324 -0.821 0.539 -0.194
C -0.343 1.031 1.135 0.008
C 2.429 0.811 0.692 -0.091
H -1.378 0.891 1.212 0.058
H 3.477 0.592 0.647 0.105
H -1.054 -0.368 -3.609 -0.070
H -1.198 -2.767 -0.903 0.042
```

LUMO level, eV: 0.24
Gap between HOMO and LUMO, eV: 9.66

---

Record 8
ORCA calculation (ωB97M-V with the def2-TZVPD basis set) on one molecule with the formula C2H4N2O2.

```
10
Properties=species:S:1:pos:R:3:lowdin_charge:R:1
O -2.722 -0.424 0.069 0.030
H -1.209 -0.594 -1.343 0.136
H 1.145 -1.044 0.967 0.135
H -0.790 0.753 1.267 0.197
C -1.595 -0.293 -0.362 -0.345
N 0.651 0.562 -0.202 -0.004
N -0.617 0.422 0.257 -0.041
O 2.714 -0.432 -0.149 0.057
H 0.839 1.420 -0.734 0.168
C 1.584 -0.370 0.230 -0.332
```

LUMO level, eV: 0.81
SMILES string: O=CNNC=O
Gap between HOMO and LUMO, eV: 11.39